Model A:
A cluster of 2 separate species, C2H8N2O in total, computed with ωB97M-V with the def2-TZVPD basis set.

- SMILES: [H]/N=C/NC.O

Last column: Mulliken charge in e.
Atoms and positions in Å:
H: -1.836 -0.690 -1.116  0.228
N: -0.888 -0.999 -0.936  -0.605
C: -0.018 -0.143 -1.248  -0.062
N: 1.042 0.192 -0.426  -0.312
C: 0.843 1.493 0.015  -0.839
H: 0.001 0.153 -2.289  0.451
H: 1.176 -0.538 0.265  0.283
H: 0.423 2.160 -0.911  0.261
H: 0.050 1.585 0.807  0.271
H: 1.726 2.045 0.186  0.336
O: -0.993 -1.977 2.134  -0.653
H: -1.126 -1.977 1.218  0.368
H: -0.399 -1.304 2.301  0.273

=====

Model B:
A cluster of 2 separate species, C2H8N2O in total, computed with ωB97M-V with the def2-TZVPD basis set.

- SMILES: N/C=C/N.O

Last column: Mulliken charge in e.
Atoms and positions in Å:
N: 1.129 -1.316 1.435  -0.412
C: 0.396 -0.854 0.376  -0.075
C: -0.731 -1.308 -0.169  -0.268
N: -1.439 -0.578 -1.200  -0.517
H: 2.081 -1.038 1.650  0.192
H: 0.737 -2.120 1.894  0.163
H: 0.993 -0.220 -0.298  0.258
H: -1.149 -2.247 0.239  0.208
H: -1.384 0.409 -0.984  0.219
H: -2.324 -0.987 -1.419  0.224
O: 0.725 3.056 -0.453  -0.616
H: 1.029 3.768 -1.027  0.310
H: -0.062 3.436 -0.045  0.314

=====

Model C:
A cluster of 2 separate species, C2H8N2O in total, computed with ωB97M-V with the def2-TZVPD basis set.

- SMILES: NC=O.CN

Last column: Mulliken charge in e.
Atoms and positions in Å:
N: -2.977 0.470 -0.888  -0.371
C: -1.781 -0.193 -1.020  0.185
O: -1.138 -0.505 -0.050  -0.535
H: -3.138 1.007 -0.055  0.228
H: -3.485 0.667 -1.723  0.214
H: -1.480 -0.354 -2.061  0.282
C: 3.106 0.639 1.081  -0.713
N: 2.301 -0.563 0.835  -0.465
H: 3.803 0.362 1.871  0.303
H: 2.439 1.347 1.577  0.274
H: 3.547 1.131 0.213  0.228
H: 1.476 -0.367 0.287  0.181
H: 2.841 -1.349 0.524  0.189

=====

Which structure is most stable? model C, by 0.0382 hartree over the runner-up.

=====

Model A:
A cluster of 2 separate species, C2H8N4O2 in total, computed with ωB97M-V with the def2-TZVPD basis set.

- SMILES: N/N=C\O.NC(N)=O

Last column: Mulliken charge in e.
Atoms and positions in Å:
N: -0.015 2.092 -0.860  -0.451
N: 0.826 0.980 -0.980  -0.467
C: 1.682 0.815 -0.001  -0.116
O: 1.402 1.136 1.270  -0.422
H: -0.191 2.456 -1.788  0.261
H: -0.898 1.830 -0.419  0.246
H: 2.644 0.359 -0.173  0.442
H: 0.460 1.451 1.232  0.491
N: 0.262 -1.323 0.852  -0.410
C: -0.815 -0.734 0.074  0.604
N: -1.524 -1.669 -0.668  -0.379
O: -1.434 0.203 0.585  -0.640
H: -0.023 -1.841 1.672  0.177
H: 1.235 -1.575 0.741  0.204
H: -2.528 -1.653 -0.590  0.250
H: -1.083 -2.529 -0.946  0.210

=====

Model B:
An isolated molecule of C2H8N4O2, computed with ωB97M-V with the def2-TZVPD basis set.

- SMILES: CN(N)/C(=N\O)NO

Last column: Mulliken charge in e.
Atoms and positions in Å:
C: 0.692 1.344 -0.393  -0.865
N: -0.446 0.395 -0.196  0.152
N: -1.761 0.730 0.441  -0.715
C: -0.021 -0.855 -0.245  0.462
N: -0.879 -1.838 -0.177  -0.507
O: -2.196 -1.543 -0.007  -0.431
N: 1.436 -1.026 -0.601  -0.452
O: 2.065 -0.934 0.870  -0.427
H: 0.969 2.137 0.554  0.197
H: 0.219 1.958 -1.172  0.360
H: 1.675 0.637 -0.697  0.440
H: -1.504 1.135 1.377  0.258
H: -2.315 1.506 -0.181  0.283
H: -2.519 -0.784 0.478  0.479
H: 1.556 -2.127 -0.556  0.416
H: 3.030 -0.737 0.505  0.350

=====

Model C:
An isolated molecule of C2H8N4O2, computed with ωB97M-V with the def2-TZVPD basis set.

- SMILES: [H]/N=C(/N)N(N)C(O)O

Last column: Mulliken charge in e.
Atoms and positions in Å:
H: -1.367 1.584 1.234  0.269
N: -1.304 1.880 0.269  -0.711
C: -0.546 1.218 -0.469  0.405
N: -0.093 1.547 -1.688  -0.351
N: -0.225 -0.351 -0.289  0.235
N: 0.436 -1.030 -1.333  -0.675
C: -0.146 -0.768 1.036  -0.033
O: 0.528 0.322 1.876  -0.562
O: 0.574 -1.952 1.124  -0.535
H: 0.238 0.760 -2.250  0.296
H: -0.332 2.468 -2.014  0.251
H: 1.335 -1.392 -1.022  0.226
H: -0.122 -1.847 -1.577  0.229
H: -1.141 -0.805 1.507  0.340
H: 1.419 0.478 1.535  0.284
H: 0.745 -2.111 2.061  0.333

=====

Which structure is most stable? model C, by 0.0304 hartree over the runner-up.

=====

Model A:
A cluster of 2 separate species, C6H13N3 in total, computed with ωB97M-V with the def2-TZVPD basis set.

- SMILES: [H]/N=C(N)\C(CC)=N\[H].C=C

Last column: Mulliken charge in e.
Atoms and positions in Å:
H: -0.077 0.316 -2.468  0.263
N: 0.719 -0.311 -2.507  -0.744
C: 1.362 -0.350 -1.412  0.257
N: 2.419 -1.207 -1.244  -0.399
C: 0.973 0.392 -0.176  0.224
C: 0.155 -0.695 0.921  -0.545
C: -0.688 -1.814 0.337  -1.114
N: 1.196 1.575 0.053  -0.804
H: 0.211 2.066 0.674  0.417
H: 2.767 -1.618 -2.096  0.286
H: 3.119 -0.954 -0.566  0.236
H: 1.117 -1.121 1.226  0.430
H: -0.217 -0.270 1.851  0.497
H: -0.768 -2.636 1.052  0.343
H: -1.697 -1.487 0.088  0.283
H: -0.245 -2.226 -0.569  0.328
C: -1.927 1.136 0.537  -0.531
C: -1.297 2.234 1.065  -0.730
H: -2.016 1.012 -0.532  0.250
H: -2.402 0.391 1.151  0.358
H: -1.293 3.152 0.487  0.404
H: -1.411 2.417 2.128  0.291

=====

Model B:
An isolated molecule of C6H13N3, computed with ωB97M-V with the def2-TZVPD basis set.

- SMILES: C/C=C(/N)C(C)=C(N)N

Last column: Mulliken charge in e.
Atoms and positions in Å:
C: -0.620 -1.521 1.697  -1.112
C: 0.461 -0.485 1.699  -0.748
C: 0.552 0.603 0.893  0.599
N: 1.336 1.712 1.228  -0.548
C: -0.101 0.644 -0.402  0.571
C: -0.907 1.867 -0.761  -1.808
C: -0.031 -0.467 -1.194  0.355
N: -0.913 -0.694 -2.249  -0.574
N: 1.051 -1.361 -1.218  -0.577
H: -1.116 -1.559 2.670  0.363
H: -1.373 -1.296 0.944  0.307
H: -0.216 -2.520 1.504  0.242
H: 1.129 -0.541 2.554  0.305
H: 1.829 2.139 0.458  0.217
H: 1.908 1.594 2.051  0.213
H: -0.619 2.272 -1.735  0.352
H: -1.976 1.644 -0.797  0.334
H: -0.765 2.635 -0.005  0.466
H: -0.494 -1.120 -3.064  0.216
H: -1.494 0.090 -2.499  0.243
H: 0.774 -2.314 -1.414  0.226
H: 1.585 -1.323 -0.362  0.359

=====

Model C:
A structure of composition C6H13N3, computed with ωB97M-V with the def2-TZVPD basis set.

Last column: Mulliken charge in e.
Atoms and positions in Å:
C: 0.039 1.677 -1.261  -1.377
C: -0.293 0.224 2.406  -1.235
C: 0.657 0.082 1.254  0.641
C: -0.745 0.662 -0.478  0.538
N: 1.773 0.695 1.164  -0.735
N: -1.987 0.768 -0.236  -0.602
H: -2.442 1.530 -0.749  0.244
H: 2.445 0.332 0.495  0.291
H: 1.113 1.630 -1.087  0.309
H: -0.105 1.507 -2.332  0.326
H: -0.446 1.287 2.597  0.328
H: -1.253 -0.239 2.190  0.312
H: 0.150 -0.220 3.299  0.348
H: -0.313 2.686 -1.025  0.424
C: 0.763 -1.481 -1.575  -1.239
C: -0.230 -1.292 -0.476  0.765
N: -1.191 -2.041 -0.190  -0.604
H: -1.523 -2.138 0.764  0.245
H: 0.583 -1.061 0.811  0.052
H: 0.282 -1.277 -2.532  0.331
H: 1.614 -0.814 -1.447  0.273
H: 1.109 -2.516 -1.592  0.364

=====

Model D:
An isolated molecule of C6H13N3, computed with ωB97M-V with the def2-TZVPD basis set.

- SMILES: CC[C@@H]1CN=CN(C)N1

Last column: Mulliken charge in e.
Atoms and positions in Å:
C: -2.844 -0.158 -0.496  -0.979
C: -1.432 -0.700 -0.405  -0.420
C: -0.576 -0.197 0.723  -0.075
C: -0.595 1.285 0.765  -0.450
N: 0.499 1.951 -0.162  -0.555
C: 1.377 1.211 -0.605  -0.024
N: 1.496 -0.195 -0.454  -0.042
C: 2.927 -0.648 -0.097  -0.720
N: 0.838 -0.580 0.744  -0.542
H: -3.343 -1.000 -1.182  0.304
H: -2.998 1.032 -0.934  0.317
H: -3.337 -0.232 0.559  0.288
H: -0.640 -0.612 -1.253  0.307
H: -1.318 -1.867 -0.423  0.288
H: -0.821 -0.694 1.716  0.333
H: -0.458 1.821 1.882  0.255
H: -1.687 1.503 0.328  0.143
H: 2.065 1.648 -1.262  0.440
H: 3.319 0.184 0.747  0.276
H: 3.592 -0.412 -1.040  0.273
H: 3.045 -1.701 0.299  0.277
H: 0.890 -1.639 0.550  0.306

=====

Which structure is most stable? model B, by 0.1180 hartree over the runner-up.